Entry from the OMol25 dataset: C6H7MgNO4 as an isolated structure (ωB97M-V with the def2-TZVPD basis set).

CARTESIAN COORDINATES (ANGSTROEM)
Mg (0.00, 0.02, 1.16)
O (-0.01, 3.34, 0.35)
C (0.00, 2.21, 0.45)
C (0.00, -2.38, 0.36)
O (0.01, -3.47, 0.12)
C (2.19, -0.09, 0.30)
O (3.30, 0.08, 0.14)
C (-2.18, -0.10, 0.30)
O (-3.30, 0.07, 0.14)
C (0.00, 0.73, -3.77)
H (-0.93, 1.23, -3.66)
H (0.92, 1.23, -3.66)
C (0.00, -0.61, -3.80)
H (0.94, -1.12, -3.75)
H (-0.93, -1.12, -3.75)
N (0.00, -0.44, 3.60)
H (-0.86, 0.00, 4.05)
H (0.86, 0.00, 4.05)
H (0.00, -1.44, 3.52)

The gap between HOMO and LUMO comes out at 6.66 eV. The total charge is +2. The value obtained for the highest occupied orbital energy is -0.5782 Ha.